1.
Here is an isolated molecule of C5H8FN at a distorted geometry from OMol25. Energies are from ωB97M-V/def2-TZVPD.

Geometry as XYZ:
```
15
C5H8FN ωB97M-V/def2-TZVPD
C -1.73276 0.15377 -0.33140
C 1.06943 1.73533 -0.31502
C -0.56849 -1.85616 0.43314
C 0.61478 0.38047 0.33842
C -0.43072 -0.52851 -0.36094
N -2.60423 0.89556 -0.29341
F 0.07956 -0.78074 -1.63217
H 1.12261 1.47166 -1.37697
H 2.04379 1.94878 0.06367
H 0.48358 2.61977 0.00378
H -1.60951 -2.38384 0.31563
H 0.13988 -2.53083 -0.07864
H -0.38131 -1.54601 1.56275
H 0.22416 0.52302 1.27126
H 1.54923 -0.10228 0.39992
```

## Properties
- SMILES: CC[C@](C)(F)C#N
- Gap between HOMO and LUMO: 0.46355 hartree

2.
Here is a cluster of 2 separate species, H3N2PS in total at a distorted geometry from OMol25. Energies are from ωB97M-V/def2-TZVPD.

Geometry as XYZ:
```
7
H3N2PS ωB97M-V/def2-TZVPD
N -0.28352 -1.20736 -0.33996
N -1.13848 -0.37926 0.18716
P 1.15990 -1.18473 -0.84628
S 1.64989 1.89464 -0.23962
H -2.02006 -0.83317 0.48173
H -1.05718 0.60100 -0.12619
H 1.68945 1.10888 0.88318
```

## Properties
- Gap between HOMO and LUMO (spin up / spin down): 0.25275 / 0.25295 hartree

3.
Here is a structure of composition H2NO3PS at a distorted geometry from OMol25. Energies are from ωB97M-V/def2-TZVPD.

Geometry as XYZ:
```
8
H2NO3PS ωB97M-V/def2-TZVPD
N 1.28418 0.20822 0.07198
O -0.64504 -1.37617 0.84279
O -0.83249 1.42278 0.51860
O -1.24583 -0.57595 -1.36737
P 0.49390 1.65143 -0.11957
S -1.63120 -0.62422 0.03057
H 1.75256 -0.21722 -0.69273
H 0.82391 -0.48886 0.71572
```

## Properties
- Gap between HOMO and LUMO: 0.34658 hartree

ΔE to the lowest compared entry with this formula, charge and spin per entry: 73.3, 127.6, 72.2 kJ/mol